117
Properties=species:S:1:pos:R:3:forces:R:3:lowdin_charge:R:1 method="wB97M-V/def2-TZVPD" total_charge=+1 e_above_lowest_kcal_mol=26.8 max_force_ev_per_a=0.96
W 0.03330 -1.19020 -2.12541 0.511 0.523 -0.625 1.882
F 0.51190 3.08103 4.88121 -0.029 0.021 0.030 0.070
C -0.39365 3.20784 3.88668 0.018 0.059 -0.044 -0.185
C -0.40392 2.27735 2.88153 0.008 0.056 0.012 0.100
C -1.28031 2.42117 1.81316 0.045 0.032 0.043 -0.035
C -1.21755 1.40615 0.72501 -0.095 0.004 0.037 -0.298
O -0.42612 0.49171 0.79239 -0.003 -0.154 0.001 0.081
C -2.17947 1.63560 -0.33902 -0.083 0.108 -0.124 -0.006
C -3.00644 2.71835 -0.28303 0.074 -0.061 -0.135 0.057
N -3.04437 3.62731 0.71138 0.028 -0.027 0.080 0.011
C -3.92042 4.76953 0.61541 -0.060 0.018 -0.010 -0.264
C -5.30129 4.58244 0.07146 0.023 0.004 0.033 -0.075
C -5.10811 4.85785 1.53349 0.020 0.009 -0.022 -0.094
C -2.15993 3.50524 1.78540 -0.027 0.008 -0.018 -0.111
C -2.15301 4.43145 2.82979 0.008 -0.058 0.027 0.061
C -1.26813 4.29873 3.89063 0.031 -0.072 0.007 -0.145
N -1.30129 5.27411 4.92750 -0.071 0.065 -0.038 -0.114
C -0.99160 6.65089 4.57413 0.076 0.028 -0.003 -0.117
C -1.92313 7.57334 5.38327 -0.006 -0.012 0.060 -0.069
N -2.44754 6.77156 6.54263 0.009 -0.019 -0.044 0.045
C -1.33044 6.04187 7.22705 -0.038 0.038 0.000 -0.066
C -0.80918 4.95797 6.26018 0.027 -0.030 0.011 -0.130
C -2.36702 0.80384 -1.54878 0.088 0.095 -0.405 -0.473
O -3.25097 0.95392 -2.33549 -0.186 -0.047 0.040 0.148
O -1.45119 -0.18880 -1.75651 -0.164 0.032 0.727 -0.278
H 0.28449 1.44096 2.88230 -0.003 -0.002 0.004 0.149
H -3.69247 2.89210 -1.10083 0.005 -0.025 0.011 0.150
H -3.40567 5.69094 0.36695 -0.001 -0.007 -0.015 0.156
H -5.61119 3.58356 -0.20043 0.005 0.002 -0.010 0.113
H -5.69025 5.36592 -0.56153 -0.002 -0.003 0.000 0.114
H -5.26329 4.02755 2.20917 0.000 0.007 0.009 0.115
H -5.37959 5.83169 1.91765 -0.004 -0.006 0.011 0.102
H -2.85862 5.24997 2.83066 -0.004 0.015 0.011 0.113
H -1.14862 6.80960 3.51145 -0.010 0.002 -0.004 0.131
H 0.05765 6.89012 4.78868 -0.006 -0.008 0.003 0.139
H -2.78647 7.91248 4.81428 0.008 -0.017 -0.023 0.135
H -1.40607 8.43581 5.79875 -0.002 0.016 -0.034 0.136
H -3.08086 6.06678 6.15840 -0.028 -0.014 -0.002 0.183
H -2.96664 7.36072 7.19050 0.002 0.031 0.033 0.186
H -1.71356 5.62251 8.15393 0.023 -0.016 0.003 0.138
H -0.57820 6.79156 7.46481 0.014 -0.019 0.004 0.137
H -1.18132 3.97947 6.55440 -0.007 -0.024 -0.011 0.139
H 0.28174 4.93727 6.32601 -0.004 -0.018 -0.005 0.131
N 0.94225 -1.30086 -5.52705 0.163 0.033 0.119 0.187
C 0.66762 -2.47331 -4.90062 0.051 -0.042 0.117 -0.412
N 0.82053 -3.64698 -5.46204 -0.025 0.088 -0.016 0.081
N 0.42553 -4.52922 -4.52374 -0.017 -0.179 0.063 -0.008
N 0.04399 -3.95289 -3.46246 0.021 0.063 0.065 -0.066
N 0.19650 -2.59414 -3.62784 -0.253 0.045 -0.247 -0.142
C 0.55288 -0.09860 -5.01950 -0.161 -0.052 -0.061 -0.449
N 0.72385 1.06741 -5.58865 -0.049 -0.067 0.040 0.073
N 0.11121 1.93387 -4.73796 -0.041 0.028 -0.151 -0.033
N -0.38917 1.34070 -3.73873 -0.028 -0.063 0.200 -0.017
N -0.13222 -0.01228 -3.86430 0.320 0.269 -0.226 -0.110
H 1.35246 -1.33764 -6.44641 -0.024 -0.006 -0.013 0.165
O 2.03689 -3.55934 -1.46562 0.161 -0.010 -0.212 -0.038
C 2.27575 -3.47631 -0.08658 0.021 -0.013 0.162 -0.318
C 1.34465 -2.38556 0.49350 -0.158 0.133 -0.058 -0.423
O 1.20489 -2.12169 1.64810 0.071 -0.100 0.180 0.145
O 0.69073 -1.67473 -0.44889 0.062 -0.420 0.261 -0.243
C 3.72793 -3.02340 0.13910 -0.060 0.025 -0.061 -0.122
C 4.61771 -3.02746 -0.92554 0.025 0.018 -0.042 -0.025
C 5.94958 -2.68963 -0.72023 -0.011 0.029 -0.063 -0.077
C 6.39580 -2.33532 0.54156 0.034 0.009 0.014 -0.084
C 5.50490 -2.33111 1.60610 -0.012 0.003 0.013 -0.068
C 4.17847 -2.67936 1.40947 0.021 -0.001 0.017 -0.015
C 2.07942 -4.84418 0.58154 0.083 -0.003 -0.010 -0.142
C 1.55948 -5.02981 1.85722 -0.022 0.000 -0.023 -0.030
C 1.43589 -6.31030 2.37940 -0.002 -0.016 0.013 -0.066
C 1.83502 -7.41616 1.64597 -0.012 0.002 0.013 -0.079
C 2.37818 -7.23433 0.38330 -0.011 -0.005 0.013 -0.062
C 2.50698 -5.95781 -0.13991 0.039 -0.033 -0.007 -0.020
H 1.53293 -4.35234 -1.67801 -0.206 -0.049 0.024 0.073
H 4.26657 -3.29905 -1.91172 0.001 0.002 0.021 0.117
H 6.63873 -2.70577 -1.55581 -0.003 0.004 0.011 0.106
H 7.43289 -2.06862 0.69898 -0.003 -0.007 -0.004 0.103
H 5.84661 -2.06382 2.59773 -0.004 -0.002 0.000 0.104
H 3.49456 -2.68606 2.24658 -0.031 0.000 0.015 0.114
H 1.24079 -4.18328 2.44521 -0.006 0.029 0.007 0.107
H 1.02032 -6.44027 3.37042 -0.003 0.004 -0.002 0.106
H 1.73013 -8.41109 2.05805 0.006 0.001 -0.004 0.105
H 2.70970 -8.08580 -0.19642 0.002 0.005 0.000 0.109
H 2.96664 -5.83658 -1.11368 -0.020 0.029 0.002 0.127
C -2.62459 -2.19642 0.03821 0.035 -0.175 -0.173 -0.176
Si -1.74753 -3.02539 -1.42507 -0.065 -0.252 0.310 0.630
C -1.14202 -4.65434 -0.70645 -0.137 0.139 -0.043 -0.176
C -2.93073 -3.25737 -2.86316 0.033 -0.119 0.109 -0.288
C -3.13445 -2.30686 -3.86407 -0.055 0.060 0.003 -0.110
C -4.03024 -2.53269 -4.89845 -0.015 -0.009 -0.014 -0.074
C -4.74742 -3.71901 -4.95138 -0.001 0.004 -0.011 -0.082
C -4.56843 -4.67318 -3.96177 0.000 -0.003 -0.002 -0.081
C -3.66805 -4.44342 -2.93172 0.022 -0.046 -0.008 -0.095
H -3.25097 -2.96408 0.50439 0.022 0.018 0.012 0.041
H -3.28470 -1.38693 -0.27003 -0.010 0.048 -0.036 0.026
H -1.92278 -1.82824 0.78933 0.046 0.019 -0.039 0.029
H -2.03641 -5.22088 -0.42428 0.024 0.010 0.002 0.040
H -0.58135 -4.50648 0.21901 0.005 0.041 -0.046 0.026
H -0.56334 -5.25997 -1.39850 -0.023 0.002 0.016 0.025
H -2.60993 -1.36089 -3.84585 0.060 0.062 0.009 0.070
H -4.16630 -1.77762 -5.66223 -0.005 -0.008 -0.004 0.106
H -5.44109 -3.90032 -5.76227 -0.001 0.005 0.004 0.104
H -5.12232 -5.60265 -3.99591 0.001 0.003 0.002 0.104
H -3.53776 -5.21613 -2.18233 0.029 0.025 0.004 0.093
Br 7.60688 3.00462 -2.75736 -0.013 -0.005 0.002 0.762
C 5.94306 2.12906 -2.57289 0.011 0.012 0.003 -0.678
C 4.85430 2.84178 -2.08998 -0.015 -0.004 -0.006 -0.108
C 3.64126 2.19435 -1.94542 0.017 -0.040 0.045 0.006
C 3.52725 0.85041 -2.28959 -0.050 0.055 -0.002 -0.122
C 4.62023 0.15432 -2.79037 0.002 0.021 -0.003 0.004
C 5.83982 0.79276 -2.92728 0.041 0.011 -0.015 -0.104
C 2.23191 0.17812 -2.11985 0.066 -0.050 -0.062 -0.520
O 1.26450 0.68892 -1.52209 -0.092 -0.007 0.168 -0.018
O 2.04575 -1.00515 -2.62283 -0.027 -0.017 -0.019 -0.124
H 4.95931 3.88670 -1.83538 0.005 -0.003 -0.003 0.103
H 2.77284 2.72048 -1.57246 0.000 -0.006 -0.001 0.125
H 4.51128 -0.88354 -3.06602 -0.010 -0.073 0.004 0.117
H 6.70320 0.26393 -3.30569 -0.010 0.000 -0.002 0.106